{"formula": "C13H30N4O7Sn", "method": "ωB97M-V/def2-TZVPD", "symbols": ["Sn", "O", "O", "O", "O", "O", "O", "O", "N", "N", "N", "N", "C", "C", "C", "C", "C", "C", "C", "C", "C", "C", "C", "C", "C", "H", "H", "H", "H", "H", "H", "H", "H", "H", "H", "H", "H", "H", "H", "H", "H", "H", "H", "H", "H", "H", "H", "H", "H", "H", "H", "H", "H", "H", "H"], "positions_angstrom": [[-0.17566, 0.20920, -0.78725], [-1.68099, -1.96174, 1.11914], [1.79116, 2.65549, -0.98641], [0.09118, -1.13933, -3.75549], [-1.85951, 0.38592, 1.98853], [1.17767, -0.42652, 2.02270], [1.26934, 0.72499, -2.70361], [2.68709, -0.80759, -0.41978], [1.49866, -1.11710, -0.63575], [0.69516, 2.11349, -0.35508], [-1.20232, 1.01257, 1.00193], [-0.82259, -1.69879, 0.20087], [-1.06746, 2.33527, 1.16447], [2.71784, -1.79713, 3.39746], [-0.72118, -4.11792, -0.25370], [0.59994, 0.94479, 3.97682], [-1.84788, 3.10087, 2.17068], [0.00634, 2.94342, 0.43030], [1.52642, 0.72560, 2.81052], [1.11465, -2.41209, -0.88236], [2.02669, -3.28164, -1.64837], [-0.14999, -2.75090, -0.34594], [-1.52455, 0.05464, -2.46150], [1.35349, -1.64195, 2.76226], [0.45399, 4.34298, 0.59615], [0.73252, 1.95369, 4.37600], [-0.92464, -0.66348, -3.30936], [2.86041, -2.85392, 3.64271], [-1.17992, 3.62762, 2.86400], [1.16101, -2.42472, 2.02843], [1.57140, 1.29610, -3.42219], [-1.66802, 1.04248, -2.93037], [1.12825, 4.60590, -0.22578], [2.78228, -1.22612, 4.33039], [1.75946, -4.33615, -1.52982], [-1.86432, -0.62140, 1.67585], [3.05656, -3.12120, -1.30655], [-2.51628, 2.44971, 2.74749], [2.56365, 0.60890, 3.16158], [1.50845, 1.55896, 2.10413], [0.54987, -1.68677, 3.50876], [1.96490, -3.02618, -2.71835], [-0.85442, -4.43324, 0.78820], [-2.45432, -0.46315, -2.18489], [-0.02386, -1.14602, -4.72326], [-0.06970, -4.84753, -0.74392], [-0.41877, 5.00846, 0.60329], [3.50877, -1.48491, 2.70968], [-0.44596, 0.81555, 3.68429], [0.98995, 4.46069, 1.55192], [1.95819, 1.95355, -1.67171], [-1.70064, -4.15885, -0.74698], [0.81805, 0.24241, 4.78682], [-2.45638, 3.86176, 1.66338], [0.84313, -0.16126, -3.26075]], "atomic_forces_ev_per_a": [[-0.875, -2.757, -1.245], [-1.730, 0.564, 1.042], [-0.677, -0.747, -0.023], [1.925, -1.172, -2.256], [-0.323, 0.195, -1.205], [0.369, 0.673, 0.858], [0.642, 0.292, -0.590], [1.422, 0.614, -0.579], [-1.127, -0.247, -0.048], [-0.528, 2.822, 1.537], [0.321, 3.288, 1.774], [1.725, -1.098, -1.060], [-1.080, -2.936, 0.602], [-0.036, -0.134, 0.155], [0.047, -0.525, -0.081], [-0.239, 0.087, 0.392], [-0.187, 0.200, 0.392], [2.309, -1.604, -2.429], [0.306, -0.614, -0.666], [-0.618, 0.622, 0.219], [0.468, -0.488, 0.026], [-0.250, 1.280, -0.045], [-1.130, 0.754, 0.890], [-0.640, 0.210, -0.483], [-0.199, 0.439, 0.023], [0.022, -0.017, 0.042], [-0.234, 0.734, 1.462], [0.064, 0.132, 0.014], [-0.135, -0.101, -0.090], [0.069, -0.030, 0.048], [-0.211, -0.047, 0.052], [-0.216, -0.228, 0.435], [-0.225, 0.017, 0.319], [0.179, -0.094, -0.141], [0.172, 0.185, -0.059], [-0.061, -0.872, -0.075], [-0.202, -0.113, -0.152], [0.316, 0.176, -0.277], [-0.224, 0.261, -0.150], [0.033, -0.019, 0.126], [0.144, -0.231, 0.044], [0.007, -0.011, 0.269], [-0.040, 0.167, -0.156], [0.064, 0.623, 0.349], [0.481, -0.096, 0.453], [-0.139, 0.153, 0.087], [0.257, -0.074, 0.076], [-0.086, -0.062, 0.064], [0.185, 0.034, 0.052], [-0.155, -0.034, -0.268], [0.130, 0.021, 0.273], [0.115, 0.045, 0.190], [-0.088, 0.085, -0.044], [0.131, -0.111, 0.065], [-0.243, -0.209, -0.209]], "nbo_charge": [1.915, -0.582, -0.524, -1.046, -0.510, -0.558, -1.084, -0.474, -0.177, -0.214, -0.126, -0.207, 0.171, -0.653, -0.655, -0.662, -0.680, 0.270, -0.062, 0.108, -0.662, 0.119, -1.184, -0.065, -0.688, 0.206, 0.390, 0.221, 0.238, 0.201, 0.486, 0.212, 0.270, 0.197, 0.212, 0.504, 0.241, 0.270, 0.181, 0.166, 0.168, 0.245, 0.235, 0.224, 0.465, 0.215, 0.242, 0.229, 0.229, 0.255, 0.526, 0.231, 0.212, 0.241, 0.520], "e_lumo_ev": [-1.6, -1.6], "homo_lumo_gap_ev": [5.0031, 4.9603], "e_homo_ev": [-6.579, -6.531]}

---

{"formula": "C13H30NO11PS", "method": "ωB97M-V/def2-TZVPD", "symbols": ["S", "P", "O", "O", "O", "O", "O", "O", "O", "O", "O", "O", "O", "N", "C", "C", "C", "C", "C", "C", "C", "C", "C", "C", "C", "C", "C", "H", "H", "H", "H", "H", "H", "H", "H", "H", "H", "H", "H", "H", "H", "H", "H", "H", "H", "H", "H", "H", "H", "H", "H", "H", "H", "H", "H", "H", "H"], "positions_angstrom": [[-0.50571, -1.38439, -0.00791], [1.10332, 0.94001, -3.17318], [-1.27915, -0.64200, -3.32501], [3.03222, -3.44660, 6.55822], [0.48025, 1.91849, -1.82747], [1.32103, -4.01611, 5.13828], [-1.62321, -4.39864, -2.74310], [2.87670, -2.40292, 4.63187], [-1.14672, 7.77167, -1.58556], [1.02596, -1.33923, 0.33997], [-1.23435, -1.24711, 1.38556], [-2.54189, 6.65063, -0.14839], [-0.54929, 5.77694, -0.88670], [2.08870, -0.31317, -2.37461], [-0.31429, -4.85763, -3.23391], [-0.81905, -2.06367, -3.33967], [2.21532, -2.14954, 3.38565], [-1.58107, -3.01529, -2.24193], [-1.51231, 6.72803, -0.79939], [0.98276, -1.28715, 3.59397], [-1.77706, 3.67893, -0.87676], [2.48915, -4.35679, 7.51146], [-0.79508, 4.57599, -0.14375], [-0.38302, 0.20696, -4.13724], [2.31459, -3.36121, 5.40991], [-0.88722, -3.05753, -0.75745], [-2.12281, 8.80793, -1.65935], [-1.43693, 3.48972, -1.89984], [-1.67964, 9.65503, -2.19036], [-0.92669, -0.27954, -0.76482], [-1.89039, 2.72316, -0.35707], [-0.09935, -0.35274, -5.12713], [2.28162, -1.13812, -2.98388], [1.23933, -0.37284, 4.13838], [2.32387, -5.34528, 7.07058], [-0.18617, -4.63886, -4.40019], [1.55670, -3.95460, 7.91927], [0.61247, -4.37370, -2.70830], [2.92945, -1.61385, 2.75097], [0.09465, -3.70272, -0.69981], [-1.66530, -3.59249, -0.03086], [0.34722, -2.12253, -3.24879], [-2.99160, 8.45975, -2.22638], [0.93812, 1.54478, -0.99379], [0.16625, 4.05966, -0.04876], [-1.12142, -2.46604, -4.42203], [-2.76275, 4.14797, -0.95168], [2.98685, 0.12686, -2.02131], [-2.71677, -2.65707, -2.15763], [-0.19626, -6.03417, -3.10479], [-1.04388, 1.14232, -4.47298], [0.22891, -1.81037, 4.18993], [0.53372, -1.01560, 2.63427], [-1.13749, 4.80840, 0.87114], [-2.42218, 9.14624, -0.66198], [1.97203, -3.08846, 2.87526], [3.20785, -4.46154, 8.32905]], "atomic_forces_ev_per_a": [[3.094, -0.020, 7.910], [1.207, 2.014, -0.411], [1.183, -1.500, -0.184], [-0.353, 0.050, -0.858], [1.528, -3.249, 0.301], [1.407, 0.733, 0.420], [1.779, 1.199, 0.199], [-0.059, -1.089, 0.911], [-0.092, -0.801, 0.633], [-4.675, -0.081, -2.620], [0.998, -0.512, -5.486], [1.424, 0.203, -0.846], [-0.544, 1.048, 0.096], [-0.326, 0.479, -0.458], [1.158, -0.903, -1.113], [-0.318, -0.085, -1.338], [-0.574, 0.369, -0.599], [-0.122, 0.567, -0.277], [-0.394, -0.368, 0.142], [-0.153, 0.046, 0.147], [-0.368, 0.203, -0.262], [-0.127, -0.326, 0.372], [-0.215, -0.666, 0.244], [-1.597, -0.385, 0.354], [-0.482, 0.202, -0.390], [-1.158, -1.249, -0.322], [-0.315, 0.447, -0.044], [0.089, -0.047, 0.290], [0.154, -0.348, 0.064], [0.325, -1.161, -0.145], [0.071, 0.106, -0.059], [-0.062, 1.065, 1.825], [-0.075, 1.088, 0.806], [0.129, -0.059, -0.101], [-0.102, 0.268, 0.009], [-0.429, -0.394, 2.494], [0.053, -0.182, -0.152], [-1.876, -0.774, -0.729], [0.076, -0.157, 0.348], [-1.763, 1.721, -0.287], [1.686, 1.532, -1.398], [-2.182, 0.144, 0.045], [0.043, 0.045, 0.233], [-1.105, 0.724, -1.623], [-0.048, 0.371, -0.209], [0.697, 0.577, 2.328], [0.117, -0.013, 0.205], [-1.497, -0.850, -0.866], [2.605, -0.814, -0.148], [-0.642, 2.618, -0.104], [1.571, -1.888, 0.900], [0.096, -0.031, -0.161], [0.221, -0.119, 0.394], [-0.055, 0.137, -0.267], [-0.024, -0.215, -0.193], [0.003, 0.093, 0.276], [0.021, 0.233, -0.300]], "nbo_charge": [1.725, 1.138, -0.583, -0.500, -0.984, -0.646, -0.539, -0.501, -0.498, -0.910, -0.908, -0.644, -0.497, -1.174, -0.299, -0.124, -0.067, 0.080, 0.984, -0.653, -0.636, -0.257, -0.069, -0.428, 0.984, -0.655, -0.257, 0.219, 0.195, 0.116, 0.213, 0.219, 0.394, 0.199, 0.196, 0.188, 0.188, 0.180, 0.190, 0.281, 0.293, 0.184, 0.188, 0.494, 0.190, 0.204, 0.219, 0.409, 0.236, 0.220, 0.252, 0.217, 0.258, 0.194, 0.198, 0.190, 0.193], "e_lumo_ev": 0.1, "smiles": "CO[C@H](COCP(N)O)C[SH](=O)=O.CCOC(=O)OC.CCOC(=O)OC", "homo_lumo_gap_ev": 8.5235, "e_homo_ev": -8.390}

---

{"formula": "C13H31BrN10O23", "method": "ωB97M-V/def2-TZVPD", "symbols": ["Br", "O", "O", "O", "O", "O", "O", "O", "O", "O", "O", "O", "O", "O", "O", "O", "O", "O", "O", "O", "O", "O", "O", "O", "N", "N", "N", "N", "N", "N", "N", "N", "N", "N", "C", "C", "C", "C", "C", "C", "C", "C", "C", "C", "C", "C", "C", "H", "H", "H", "H", "H", "H", "H", "H", "H", "H", "H", "H", "H", "H", "H", "H", "H", "H", "H", "H", "H", "H", "H", "H", "H", "H", "H", "H", "H", "H", "H"], "positions_angstrom": [[1.12105, -3.80576, 0.40371], [6.09050, 3.30112, -2.16313], [-7.02036, -4.63776, 5.77368], [-2.05963, -1.61640, 2.20672], [-5.11583, -0.82743, -2.41693], [-0.67727, -1.15022, 3.81103], [2.68273, 7.15826, -1.24188], [-5.45609, -0.99621, 3.52793], [3.77781, -5.61993, -7.59204], [5.00648, 1.44129, -1.91373], [-5.68561, 3.09390, 0.14120], [3.38646, -1.85385, -4.64467], [1.72842, -6.21531, -7.20621], [3.63652, -1.26104, 0.53489], [-4.01983, -0.53796, 5.08669], [4.42220, 7.18378, 0.05292], [0.84915, 2.05274, 2.19577], [-3.37056, 0.37855, -2.86299], [-3.96807, 3.10020, 1.46633], [-8.45605, -5.10275, 4.21646], [2.90750, 2.62118, 1.81090], [4.48202, 0.00124, -4.89327], [4.18545, -3.03443, -0.70261], [2.82099, -3.55607, 1.03655], [-4.00607, -0.66151, -2.88922], [-4.74074, -0.23170, 4.14978], [-7.74164, -4.33765, 4.83838], [-4.52957, 2.83411, 0.41297], [2.66734, -5.44232, -7.12436], [5.83230, 2.26830, -1.57242], [-1.67139, -1.69453, 3.35859], [4.21940, -1.02798, -4.30131], [3.85153, 6.92447, -0.99268], [1.79531, 2.81758, 2.26845], [-4.74856, 1.19390, 3.72777], [3.54518, -2.64045, 0.25635], [2.42967, -4.17226, -6.38747], [1.56555, 4.10368, 2.97942], [4.64744, 6.26377, -2.06145], [2.53166, -0.83652, 1.31133], [4.97993, -1.30068, -3.05278], [-3.73351, 2.13110, -0.62920], [-3.36421, -1.82452, -3.55740], [1.74840, -0.44956, 2.17436], [6.59508, 1.99874, -0.32457], [-2.47300, -2.52059, 4.29659], [-7.75433, -2.91236, 4.41416], [3.34405, -3.58606, -6.39408], [4.17470, 5.30783, -2.27943], [7.65052, 1.95520, -0.58814], [-2.72765, 1.96621, -0.24924], [-4.03988, -2.67484, -3.50509], [-3.71307, 2.76714, -1.51154], [-4.22700, 1.18524, -0.83651], [6.39345, 2.81567, 0.36616], [1.27282, 3.86637, 4.00074], [-3.17480, -1.54493, -4.59229], [1.00622, -0.52150, 3.02807], [-2.81025, -1.86923, 5.10060], [-8.77456, -2.54734, 4.52024], [6.03557, -1.34997, -3.31632], [5.66313, 6.11760, -1.70266], [-7.07618, -2.35108, 5.05124], [-1.82674, -3.31300, 4.67292], [4.64364, -2.24431, -2.63686], [2.48730, 4.68052, 2.96642], [-4.06904, 1.75250, 4.36660], [-3.32056, -2.93860, 3.75876], [6.26181, 1.05081, 0.09159], [-4.42065, 1.23127, 2.69212], [4.63616, 6.91774, -2.93162], [4.78221, -0.48322, -2.36161], [-5.76768, 1.56179, 3.83338], [0.77222, 4.63206, 2.45360], [1.62822, -3.64167, -6.89839], [-2.43616, -2.03542, -3.02889], [-7.42728, -2.87554, 3.37694], [2.14575, -4.43143, -5.36930]], "atomic_forces_ev_per_a": [[0.064, 0.078, 0.027], [-0.187, -0.322, 0.126], [-0.265, -0.041, -0.326], [0.291, 0.202, 0.313], [0.403, 0.269, -0.055], [-0.480, -0.157, -0.049], [0.380, -0.052, 0.205], [0.346, 0.089, 0.373], [-0.429, -0.095, 0.101], [0.228, 0.743, 0.083], [0.411, -0.044, 0.312], [0.127, 0.356, -0.055], [0.361, 0.177, -0.028], [-3.431, -1.247, 1.740], [-1.049, 0.682, -0.123], [-0.336, -0.047, -0.251], [0.346, 0.590, -0.042], [-0.210, -0.393, -0.117], [-0.346, 0.023, -0.190], [0.280, 0.194, 0.260], [-0.377, -0.028, 0.035], [-0.243, -0.464, 0.050], [-1.220, 0.676, 2.396], [0.604, 1.992, -0.249], [-0.143, -0.058, 0.003], [-0.060, 0.243, -0.005], [0.018, -0.150, 0.114], [0.032, 0.111, -0.124], [0.072, -0.094, -0.090], [-0.091, -0.062, -0.036], [-0.106, -0.154, -0.107], [0.158, 0.146, -0.001], [-0.006, 0.086, 0.105], [0.009, -0.152, -0.077], [0.139, 0.199, 0.065], [1.557, -0.853, -2.706], [0.195, 0.234, 0.039], [0.152, 0.273, 0.119], [0.274, -0.105, -0.069], [0.547, 0.385, 1.386], [-0.077, -0.378, 0.139], [0.251, -0.057, 0.116], [-0.032, -0.318, -0.091], [0.947, -2.111, -0.708], [0.063, -0.226, 0.246], [0.231, -0.620, 0.189], [0.067, 0.268, 0.087], [-0.115, -0.142, -0.027], [-0.010, 0.139, -0.071], [-0.090, 0.150, 0.010], [-0.141, 0.073, 0.044], [0.008, 0.175, 0.049], [-0.170, -0.158, 0.028], [-0.107, 0.243, -0.058], [0.085, -0.006, -0.121], [-0.107, -0.007, -0.136], [0.101, 0.050, 0.138], [1.184, 0.667, -1.856], [0.467, -0.553, -0.235], [0.044, -0.117, -0.134], [-0.083, 0.174, -0.018], [-0.166, 0.030, 0.036], [-0.042, -0.181, -0.068], [0.064, 0.117, -0.071], [0.021, 0.149, -0.215], [-0.074, -0.138, -0.061], [-0.046, -0.159, -0.059], [0.110, 0.146, -0.008], [-0.052, 0.119, -0.118], [-0.131, -0.030, 0.113], [-0.139, -0.103, 0.048], [0.111, -0.231, -0.238], [0.052, -0.099, -0.150], [-0.016, -0.125, 0.106], [-0.008, -0.118, 0.108], [-0.017, 0.135, -0.117], [-0.128, -0.012, 0.077], [-0.069, 0.024, -0.126]], "mulliken_charge": [0.150, -0.550, -0.525, -0.534, -0.512, -0.638, -0.525, -0.521, -0.515, -0.573, -0.529, -0.537, -0.537, -0.220, -0.610, -0.523, -0.435, -0.506, -0.548, -0.533, -0.476, -0.543, -0.510, -0.333, 0.874, 0.983, 0.892, 0.916, 0.871, 0.928, 1.014, 0.936, 0.882, 0.777, -0.740, 0.638, -0.682, -0.779, -0.685, -0.052, -0.502, -0.682, -0.741, -0.087, -0.699, -0.972, -0.668, 0.320, 0.255, 0.308, 0.326, 0.310, 0.324, 0.205, 0.285, 0.301, 0.289, 0.445, 0.477, 0.307, 0.295, 0.299, 0.263, 0.325, 0.328, 0.318, 0.317, 0.274, 0.224, 0.230, 0.297, 0.137, 0.320, 0.292, 0.282, 0.285, 0.261, 0.262], "e_lumo_ev": -1.6, "smiles": "C[N+](=O)[O-].C[N+](=O)[O-].C[N+](=O)[O-].C[N+](=O)[O-].C[N+](=O)[O-].C[N+](=O)[O-].C[N+](=O)[O-].C[N+](=O)[O-].C[N+](=O)[O-].C[N+](=O)[O-].C#COC(=O)OBr", "homo_lumo_gap_ev": 8.4288, "e_homo_ev": -10.037}

---

Quick rundown of F_max, same order as above: 3.750 8.494 4.044 eV/A